Entry 1:
C28H30N6O2 | ωB97M-V with the def2-TZVPD basis set

```
! RIJCOSX wB97M-V def2-TZVPD def2/J DEFGRID3
* xyz 0 1
C 2.96016 3.28645 2.34555
C 2.97103 2.89924 0.87295
C 1.96511 1.76994 0.59065
C 2.44731 0.48457 1.16773
N 3.69033 0.09961 1.34245
N 3.63937 -1.11839 1.86400
N 2.44469 -1.50536 2.01872
N 1.64457 -0.52857 1.58541
C 0.20787 -0.57451 1.61705
C -0.32765 -1.96679 1.55138
C -0.00803 -3.11552 2.21110
C -0.91346 -4.09919 1.74205
C -1.71545 -3.47159 0.84230
O -1.36849 -2.17964 0.71787
N 1.65577 1.52492 -0.81707
C 2.82581 1.31436 -1.65425
C 2.53609 0.29751 -2.76835
C 2.04194 -1.00841 -2.21151
C 0.78175 -1.49114 -2.53728
C 0.31916 -2.68366 -2.00753
C 1.11417 -3.41207 -1.14102
C 2.37821 -2.94766 -0.81847
C 2.83927 -1.75974 -1.35578
C 0.70888 2.49112 -1.35984
C -0.66630 2.24381 -0.80293
C -1.33029 1.08950 -1.03843
C -2.62195 0.82978 -0.48904
C -3.32378 -0.35775 -0.72247
C -4.56327 -0.57530 -0.16102
C -5.31124 -1.85299 -0.38854
C -5.11985 0.42233 0.64869
C -4.45654 1.60286 0.89062
C -3.19847 1.82043 0.32612
N -2.49899 2.97612 0.54856
C -1.25061 3.27924 0.04634
O -0.71962 4.33844 0.33360
H 3.22885 2.43404 2.96574
H 3.67802 4.08137 2.53018
H 1.97367 3.64023 2.63948
H 3.97135 2.57338 0.58870
H 2.69773 3.76743 0.27122
H 1.01599 2.02895 1.07687
H -0.17316 -0.01894 0.75517
H -0.13638 -0.08150 2.53870
H 0.78418 -3.24387 2.91778
H -0.95521 -5.12662 2.03975
H -2.53785 -3.81716 0.24832
H 3.62221 0.91869 -1.02315
H 3.18378 2.25389 -2.10234
H 3.46414 0.13534 -3.32250
H 1.79758 0.70197 -3.46325
H 0.16372 -0.93869 -3.23326
H -0.66280 -3.04771 -2.27589
H 0.75494 -4.34094 -0.72350
H 3.00604 -3.50943 -0.14348
H 3.83261 -1.41549 -1.10661
H 0.68428 2.35744 -2.44314
H 0.99395 3.53118 -1.14437
H -0.87235 0.32663 -1.65152
H -2.86787 -1.10803 -1.35033
H -4.84115 -2.44442 -1.16971
H -6.34135 -1.64915 -0.67533
H -5.33151 -2.44300 0.52786
H -6.09192 0.25821 1.09021
H -4.90007 2.36497 1.51490
H -2.91888 3.68922 1.13389
*
```

Computed properties:
highest occupied orbital energy: -8.448 eV
HOMO-LUMO gap: 8.4 eV
SMILES string: CC[C@H](c1nnnn1Cc1ccco1)N(CCc1ccccc1)Cc1cc2cc(C)ccc2[nH]c1=O
F_max: 0.031 hartree/bohr
DFT total energy: -42558.366 eV
energy relative to the best compared isomer or geometry (same formula, charge and spin): 0.094 eV

=====

Entry 2:
C9H21AlN3O11P2 | ωB97M-V with the def2-TZVPD basis set

```
! RIJCOSX wB97M-V def2-TZVPD def2/J DEFGRID3
* xyz -3 1
Al 0.16738 -0.35297 -0.99969
P -0.11344 2.07661 1.86164
O 1.12362 1.91220 1.02965
O -1.17264 1.32732 1.00806
O -0.51547 3.48772 1.44557
O 0.09227 1.86864 3.34172
P -0.66614 2.83669 -2.27674
O -0.79470 3.96732 -1.18207
O 0.69922 2.21620 -2.08996
O -1.04996 3.06142 -3.75916
O -1.70249 1.84050 -1.62202
C -3.33402 -1.40610 0.70278
O -2.46709 -1.47015 -0.16905
N -4.63872 -1.10242 0.61046
C -5.37563 -0.84066 1.87265
C -5.29636 -0.95521 -0.73037
H -3.09556 -1.47322 1.77555
H -4.66396 -0.71865 2.68919
H -6.01428 -1.69511 2.09658
H -6.03321 0.01188 1.70280
H -6.26664 -1.42156 -0.90117
H -5.23284 0.08960 -1.03440
H -4.74543 -1.40606 -1.55579
C 2.17297 0.33363 -4.22271
O 1.70751 -0.61295 -3.54054
N 3.45264 0.54931 -4.21940
C 3.87336 1.81993 -4.94654
C 4.44835 -0.07832 -3.38096
H 1.64572 0.92636 -4.98618
H 4.02078 2.54603 -4.14707
H 3.12728 2.06797 -5.70148
H 4.87793 1.71536 -5.35642
H 5.42161 0.32118 -3.66605
H 4.21982 0.14573 -2.33901
H 4.56269 -1.13453 -3.62479
C 0.52258 -1.13610 2.79461
O 0.58768 -1.56210 1.63709
N 1.32158 -1.61549 3.70271
C 1.49785 -1.07899 5.06469
C 2.13845 -2.74403 3.45344
H -0.13361 -0.29586 3.06957
H 2.49315 -1.22326 5.48501
H 0.81344 -1.62478 5.71415
H 1.21838 -0.02583 5.03563
H 3.15905 -2.36354 3.41220
H 2.09069 -3.39610 4.32557
H 1.85612 -3.38746 2.62014
*
```

Computed properties:
highest occupied orbital energy: 3.657 eV
HOMO-LUMO gap: 2.7 eV
F_max: 0.100 hartree/bohr
DFT total energy: -61833.889 eV
energy relative to the best compared isomer or geometry (same formula, charge and spin): 2.004 eV

=====

Entry 3:
C2H6N4O | ωB97M-V with the def2-TZVPD basis set

```
! RIJCOSX wB97M-V def2-TZVPD def2/J DEFGRID3
* xyz 0 1
C -0.04250 -0.59970 0.64684
N -0.98945 -1.36370 0.25426
N -1.90001 -0.73147 -0.52894
C -2.09229 0.65490 -0.27674
N -1.18378 1.41983 0.18540
N 0.02481 0.75725 0.29719
H 0.63479 -0.99802 1.36900
H -2.70830 -1.28065 -0.78570
H -3.04545 1.07941 -0.52222
H 0.76518 1.27095 0.78504
O 3.89163 0.01604 -0.27135
H 3.15815 -0.50920 -0.03009
H 3.48721 0.28435 -1.12268
*
```

Computed properties:
highest occupied orbital energy: -7.912 eV
HOMO-LUMO gap: 8.6 eV
SMILES string: C1=NNC=NN1.O
F_max: 0.049 hartree/bohr
DFT total energy: -10176.821 eV
energy relative to the best compared isomer or geometry (same formula, charge and spin): 3.241 eV

=====

Entry 4:
C7H11O5Pr | ωB97M-V with the def2-TZVPD basis set

```
! RIJCOSX wB97M-V def2-TZVPD def2/J DEFGRID3
* xyz 2 3
O -0.17192 -2.31424 -1.34644
C -1.25083 -1.98051 -0.90700
C -1.79028 -0.58929 -1.22836
O -1.02086 0.03180 -2.15431
C 0.09888 -0.08588 1.58867
C 1.46849 -0.42428 1.02928
O 1.89268 0.63391 0.15965
C 3.29530 0.62672 -0.10196
H -1.76366 -2.54334 -0.09806
H -0.41561 -0.98562 1.95063
H 0.18598 0.67612 2.37197
H 2.18389 -0.53033 1.85538
H 1.45952 -1.36045 0.45476
H 3.56724 1.60744 -0.50414
H 3.83970 0.48141 0.83948
H 3.53984 -0.17814 -0.80874
O -0.63399 0.52686 0.54627
C -1.93831 0.26690 0.08986
C -2.43125 1.62447 -0.35700
O -1.63071 2.42575 -0.80879
Pr 0.44705 1.24806 -1.39339
H -2.58137 -0.20267 0.84659
H -3.52176 1.78651 -0.42469
H -2.82800 -0.74122 -1.59967
*
```

Computed properties:
highest occupied orbital energy (alpha / beta): -17.299 / -17.300 eV
HOMO-LUMO gap (alpha / beta): 9.0 / 9.5 eV
F_max: 0.061 hartree/bohr
DFT total energy: -31726.589 eV

=====

Entry 5:
C3H10S3 | ωB97M-V with the def2-TZVPD basis set

```
! RIJCOSX wB97M-V def2-TZVPD def2/J DEFGRID3
* xyz 0 1
C -2.50151 1.71476 5.03392
C -2.17682 2.69201 3.87470
S -1.05834 1.96357 2.69016
H -3.03294 0.86593 4.60352
H -1.55464 1.30054 5.39624
H -2.86359 2.24990 5.90035
H -1.61977 3.50605 4.36324
H -3.12385 3.02351 3.43478
H -0.88149 0.62472 2.84645
C 2.39909 -2.25483 -4.27065
S 2.00864 -2.06458 -2.50024
S 0.30382 -0.86011 -2.62460
H 2.24492 -3.30230 -4.53480
H 1.67153 -1.70051 -4.84151
H 3.42422 -1.90436 -4.34431
H -0.62102 -1.72239 -2.10807
*
```

Computed properties:
highest occupied orbital energy: -8.750 eV
HOMO-LUMO gap: 9.3 eV
SMILES string: CCS.CSS
F_max: 0.044 hartree/bohr
DFT total energy: -35778.055 eV
energy relative to the best compared isomer or geometry (same formula, charge and spin): 0.784 eV